Record 1
The following is a DFT calculation (the ωB97M-V functional and the def2-TZVPD basis) of a 2-piece molecular cluster, C3H11N4 overall at a distorted geometry.

```
! RIJCOSX wB97M-V def2-TZVPD def2/J DEFGRID3
* xyz 0 2
C -1.95327 1.34830 -0.57363
C 0.28474 2.34278 -0.91015
N -0.51455 1.26381 -0.75816
H -2.21538 1.13416 0.47020
H -2.45063 0.63835 -1.22988
H -2.24219 2.36968 -0.80717
H -0.10932 3.34525 -0.81424
H 1.31141 2.18631 -1.21838
H -0.07623 0.35502 -0.66548
N 0.76702 -1.41304 -0.49280
C 0.80651 -1.38389 0.92366
N 0.30586 -2.54361 1.49930
N 1.17943 -0.39969 1.63464
H 1.66810 -1.14601 -0.88169
H 0.50233 -2.31306 -0.86368
H 0.47609 -3.42283 1.04983
H 0.41000 -2.53558 2.50352
H 1.85009 0.17404 1.13411
*
```

- Highest occupied orbital energy (alpha / beta): -5.22 / -9.10 eV
- <S²>: 0.753
- Total energy: -339.8522 Eh


Record 2
The following is a DFT calculation (the ωB97M-V functional and the def2-TZVPD basis) of a 2-piece molecular cluster, C3H11N4 overall at a distorted geometry.

```
! RIJCOSX wB97M-V def2-TZVPD def2/J DEFGRID3
* xyz 1 1
C -1.63694 2.11315 -0.39957
C 1.88714 -0.59689 0.43755
C 0.82946 -2.86635 0.49883
N -2.12768 3.21584 -0.89183
N -0.53050 1.43922 -0.37457
N -0.49992 -1.03870 0.56862
N 0.68202 -1.46216 0.49676
H 2.71123 -1.34771 0.71624
H 2.02053 -0.33247 -0.63098
H 1.77116 0.17007 1.09543
H 1.57858 -3.22238 -0.14158
H 0.97908 -3.34927 1.48509
H -0.07910 -3.28123 0.09735
H -1.61269 3.80577 -1.55230
H 0.19388 1.93240 -0.83562
H -0.57878 0.01143 0.23862
H -2.49023 1.54776 0.05190
H -3.09725 3.26152 -0.85994
*
```

- Highest occupied orbital energy: -13.78 eV
- Total energy: -339.6038 Eh


Record 3
The following is a DFT calculation (the ωB97M-V functional and the def2-TZVPD basis) of a 2-piece molecular cluster, C3H11N4 overall at a distorted geometry.

```
! RIJCOSX wB97M-V def2-TZVPD def2/J DEFGRID3
* xyz 1 1
C -2.42597 -0.16856 0.32675
C 0.16727 -1.41732 0.99524
C -1.05706 0.33033 -0.17238
N 3.13662 0.29569 -0.82618
N 1.97542 0.13270 -1.25206
N 0.14606 -0.48633 0.22270
N -0.65794 1.64176 0.26755
H -2.71533 -1.15592 -0.28035
H -2.33237 -0.38774 1.38343
H -3.35983 0.43689 0.08255
H 1.13672 -1.68385 1.35129
H -0.77946 -2.01437 1.27864
H 3.74408 -0.41189 -0.61174
H -1.16467 0.35777 -1.24283
H 3.54369 1.24890 -0.86463
H 0.36098 1.75041 0.12844
H 1.57842 -0.82074 -1.33930
H -1.29664 2.35225 0.55287
*
```

- Highest occupied orbital energy: -12.23 eV
- Total energy: -339.5248 Eh


Record 4
The following is a DFT calculation (the ωB97M-V functional and the def2-TZVPD basis) of a 2-piece molecular cluster, C3H11N4 overall at a distorted geometry.

```
! RIJCOSX wB97M-V def2-TZVPD def2/J DEFGRID3
* xyz 2 2
N -1.76545 -2.16029 -1.49898
C -0.48567 -1.67002 -1.26412
N 0.11901 -0.58725 -1.68068
H -2.36325 -1.59601 -2.08214
H -2.22218 -2.51012 -0.69092
H 0.05912 -2.19672 -0.47079
H -0.35217 -0.07678 -2.44857
C -0.54490 1.90549 1.64856
N 2.08353 -0.06233 -0.00069
C 1.40535 0.68615 0.90234
N 0.18024 1.05335 0.71726
H -0.84508 2.83939 1.09349
H 0.11175 2.19162 2.48050
H -1.43619 1.41364 2.06124
H 1.45211 -0.39990 -0.82786
H 3.00524 -0.35756 0.25088
H 1.89331 0.82686 1.87385
H -0.29478 0.70047 -0.06336
*
```

- Highest occupied orbital energy (alpha / beta): -18.14 / -18.02 eV
- <S²>: 0.790
- Total energy: -339.1787 Eh


Record 5
The following is a DFT calculation (the ωB97M-V functional and the def2-TZVPD basis) of an isolated ion of composition C3H11N5 and charge +2 at a distorted geometry.

```
! RIJCOSX wB97M-V def2-TZVPD def2/J DEFGRID3
* xyz 2 1
N 2.30444 -0.97305 0.04734
N 1.23664 -0.36692 0.39955
C -0.07426 -0.76730 -0.63323
N -1.26481 -0.24181 -0.19984
N -2.16819 -1.03325 0.41258
C -1.24544 1.18294 -0.07148
C -0.06799 1.87071 -0.01616
N 1.30183 1.35492 0.08653
H 2.54034 -0.87483 -0.91611
H 3.13509 -1.03280 0.79730
H -0.04881 -1.78777 -0.40444
H 0.17090 -0.58069 -1.78180
H -1.87316 -1.50914 1.43683
H -2.57877 -1.84573 -0.18486
H -3.08182 -0.59210 0.69043
H -2.17462 1.60154 -0.01669
H -0.12009 2.91994 -0.31921
H 2.00491 1.65906 -0.60164
H 1.85742 1.64981 0.87944
*
```

- Highest occupied orbital energy: -17.95 eV
- Structure (SMILES): NN1CN([NH3+])C=C[NH2+]1
- Total energy: -393.8361 Eh


Record 6
The following is a DFT calculation (the ωB97M-V functional and the def2-TZVPD basis) of C3H11N6O10P2RuS as an isolated structure.

```
! RIJCOSX wB97M-V def2-TZVPD def2/J DEFGRID3
* xyz 1 5
Ru 0.03909 -0.19652 -0.94928
O -0.94158 2.92665 -2.74429
S -0.41886 2.29104 -1.60247
O 0.16673 3.00085 -0.52434
O 0.66016 1.12255 -2.10747
O -1.36986 1.15273 -1.04556
N -0.87655 -4.19242 1.14871
C -1.12504 -3.68440 -0.26692
C -1.95737 -4.69634 -1.04774
P -1.94147 -2.06473 -0.20821
O -3.17692 -2.36662 0.73133
O -2.20789 -1.60479 -1.58387
O -0.91987 -1.16362 0.55002
P 0.60311 -3.41356 -0.95952
O 0.74535 -4.45693 -2.12910
O 0.71594 -2.01547 -1.61091
O 1.47501 -3.70319 0.20062
H -1.48187 -3.74788 1.84124
H 0.13392 -4.00843 1.34263
H -1.03084 -5.20062 1.19116
H -2.92208 -4.85973 -0.56469
H -1.43445 -5.64746 -1.15103
H -2.14737 -4.30426 -2.04525
H -3.84685 -1.66971 0.79151
H 0.72622 -4.09174 -3.02399
N 4.51949 1.95478 1.30790
N 3.68523 0.94796 0.87407
N 3.93903 -0.31879 1.15069
C 2.86071 -0.90694 0.66124
N 2.02374 -0.01140 0.12393
N 2.58162 1.18894 0.27247
H 5.47085 1.61023 1.26199
H 4.35518 2.77319 0.73329
H 2.67587 -1.96959 0.67364
*
```

- Highest occupied orbital energy (alpha / beta): -13.60 / -13.58 eV
- <S²>: 6.016
- Total energy: -2377.5031 Eh


Energy above the lowest of the compared OMol25 structures with the same formula, charge and spin, respectively: 0.0, 304.1, 511.7, 231.0, 407.6, 52.4 kJ/mol.